DFT (ωB97M-V/def2-TZVPD) results for a molecular structure, C28H57AuGeN2S3Si3.

Cartesian coordinates (Å):
H1 2.9114 0.5356 -4.1786
Au1 0.0207 -1.1345 0.7432
H2 5.1835 1.7567 3.2655
C1 -4.6142 1.6686 1.8944
H3 2.1436 -0.9955 3.7122
C2 -2.6779 0.1644 1.6536
C3 -3.5186 1.2573 1.1700
H4 -0.7420 2.1043 -1.2578
H5 3.3888 -2.0078 -1.7533
H6 2.7518 -3.8867 1.6977
S1 -1.0963 -3.3757 -4.9626
N1 -1.5864 -0.0740 0.9608
C4 2.6444 -0.0270 3.7287
H7 -0.6609 -2.2584 4.5982
H8 -4.3673 0.4238 -1.2628
C5 -2.4457 -2.8916 -1.9060
H9 5.3319 1.9523 1.5194
H10 1.6062 5.1204 0.6443
H11 4.6748 -1.3114 -2.7431
C6 -4.2391 -0.0647 3.5215
H12 0.5124 3.1148 -1.9808
C7 -2.4016 -2.9523 2.5471
C8 2.1529 4.1746 0.6072
C9 -3.1335 3.4377 -0.0559
H13 5.1292 1.7918 -0.7574
H14 -4.1051 3.8830 0.1644
C10 -1.0823 -1.3873 4.0900
H15 0.6965 -1.8007 -4.6589
H16 -1.9284 -3.7967 3.0528
C11 -4.2871 1.5081 -1.1806
H17 -5.8440 1.3594 3.6278
C12 4.4848 1.8711 -1.6337
H18 -3.2718 -3.2333 -1.2779
H19 -3.0777 -2.0263 4.3160
H20 1.0929 -4.2571 -2.0118
N2 2.1492 -3.2261 1.2480
H21 -2.5774 -3.3242 -2.8925
H22 1.4933 -0.1422 -3.3683
C13 2.2495 0.6390 -3.3142
H23 4.0242 2.7544 2.3862
S2 -1.0152 -0.5088 -2.5687
C14 0.2883 -3.6722 -2.4664
C15 -2.4763 -1.3726 -1.9519
H24 4.8259 -1.3206 -0.9854
H25 -2.7886 3.8541 -1.0041
H26 -1.1880 -0.5869 4.8241
H27 -4.5597 -0.5736 4.4230
C16 -4.9777 1.0280 3.0707
C17 -1.1177 -0.6217 -4.3812
C18 4.7662 -1.1320 1.8249
H28 0.6476 -2.6528 -2.6010
H29 -2.1712 -0.6897 -4.6536
H30 5.1209 1.8516 -2.5220
H31 -0.2441 -1.5142 -6.1176
H32 -2.4354 3.7435 0.7247
H33 3.3387 -0.0193 4.5727
H34 0.4065 2.5861 2.8792
H35 -3.4125 -3.2502 2.2663
Si1 0.8887 2.8063 0.4553
H36 2.8440 4.2230 -0.2343
H37 -2.5725 -0.9719 -0.9414
H38 -5.2151 2.4944 1.5341
C19 -0.1822 2.7875 1.9807
C20 4.1208 -1.1974 -1.8080
C21 -3.2194 1.9134 -0.1569
H39 -0.7444 0.3419 -4.7334
H40 3.9863 2.8403 -1.6014
H41 0.8714 -4.5650 -4.3130
C22 -0.0584 -4.3150 -3.7992
H42 4.3272 -1.9360 1.2408
C23 1.4942 -2.4485 0.7015
H43 1.8822 0.7323 3.9143
C24 -0.3185 -1.7386 -5.0525
H44 -0.6140 -5.2419 -3.6500
H45 -0.3760 -1.0500 3.3367
H46 1.7480 1.6052 -3.3857
C25 4.6163 1.8426 2.3354
H47 -3.3405 -1.0400 -2.5305
H48 -0.9434 2.0149 1.8905
Si2 3.5810 0.2957 2.1429
Si3 3.2600 0.4646 -1.7583
H49 -0.7745 3.8608 -1.0289
Ge1 2.0134 0.6352 0.3191
C26 -0.1210 2.9878 -1.1003
H50 5.1119 -1.5449 2.7762
S3 -0.9808 -3.6658 -1.1654
H51 -4.0456 1.9135 -2.1655
H52 2.7364 4.0942 1.5231
H53 5.6483 -0.7835 1.2839
C27 -2.4401 -1.7353 3.4777
H54 -1.8545 -2.7635 1.6232
H55 -0.6811 3.7504 2.1189
C28 -3.1216 -0.5272 2.8623
H56 -5.2658 1.8926 -0.8873
H57 -2.2532 1.5350 -0.4913

Forces on atoms 1 to 2 (eV/Å):
H 0.011 0.013 0.004
Au 0.281 -0.289 -0.512

For the highest occupied orbital energy (spin up / spin down), the calculation gives -9.67 / -10.34 eV. The calculation puts the energy relative to the best compared isomer or geometry (same formula, charge and spin) at 2.098 eV. As for the total charge: +1. As for the largest force on an atom: 1.162 eV/Å. The expectation value of S² is 0.794. The HOMO-LUMO gap (spin up / spin down) comes out at 5.34 / 5.85 eV. The spin multiplicity is 2.

Just the Mulliken charges please, in e? Sure, here they are: number 1, H, carries 0.55; number 2, Au, carries -0.34; number 3, H, carries 0.41; number 4, C, carries -0.54; number 5, H, carries 0.18; number 6, C, carries 1.26; number 7, C, carries 0.26; number 8, H, carries -0.31; number 9, H, carries 0.16; number 10, H, carries 0.29; number 11, S, carries -0.15; number 12, N, carries 0.16; number 13, C, carries -0.98; number 14, H, carries 0.47; number 15, H, carries 0.25; number 16, C, carries -1.17; number 17, H, carries 0.32; number 18, H, carries 0.39; number 19, H, carries 0.45; number 20, C, carries -1.03; number 21, H, carries 0.41; number 22, C, carries -1.29; number 23, C, carries -1.12; number 24, C, carries -1.87; number 25, H, carries 0.23; number 26, H, carries 0.45; number 27, C, carries -1.15; number 28, H, carries 0.13; number 29, H, carries 0.42; number 30, C, carries -1.61; number 31, H, carries 0.39; number 32, C, carries -1.00; number 33, H, carries 0.55; number 34, H, carries 0.60; number 35, H, carries 0.56; number 36, N, carries -0.20; number 37, H, carries 0.51; number 38, H, carries -0.66; number 39, C, carries -0.31; number 40, H, carries 0.17; number 41, S, carries 0.27; number 42, C, carries 0.87; number 43, C, carries 0.75; number 44, H, carries 0.29; number 45, H, carries 0.46; number 46, H, carries 0.44; number 47, H, carries 0.42; number 48, C, carries -1.38; number 49, C, carries -1.12; number 50, C, carries -1.14; number 51, H, carries -0.95; number 52, H, carries 0.61; number 53, H, carries 0.39; number 54, H, carries 0.50; number 55, H, carries 0.25; number 56, H, carries 0.48; number 57, H, carries 0.44; number 58, H, carries 0.40; number 59, Si, carries 0.19; number 60, H, carries 0.28; number 61, H, carries -1.28; number 62, H, carries 0.41; number 63, C, carries -0.77; number 64, C, carries -0.96; number 65, C, carries 4.11; number 66, H, carries 0.45; number 67, H, carries 0.22; number 68, H, carries 0.51; number 69, C, carries -1.10; number 70, H, carries 0.22; number 71, C, carries -0.03; number 72, H, carries 0.23; number 73, C, carries -0.45; number 74, H, carries 0.42; number 75, H, carries -0.18; number 76, H, carries 0.35; number 77, C, carries -0.99; number 78, H, carries 0.76; number 79, H, carries -0.03; number 80, Si, carries 0.50; number 81, Si, carries 0.23; number 82, H, carries 0.35; number 83, Ge, carries 0.00; number 84, C, carries -0.35; number 85, H, carries 0.39; number 86, S, carries -0.14; number 87, H, carries 0.47; number 88, H, carries 0.36; number 89, H, carries 0.37; number 90, C, carries 0.36; number 91, H, carries -0.05; number 92, H, carries 0.47; number 93, C, carries -0.14; number 94, H, carries 0.38; number 95, H, carries -2.41